Record 1
{
  "formula": "C6H7CuO6",
  "method": "the ωB97M-V functional and the def2-TZVPD basis",
  "spin_multiplicity": 1,
  "lumo_ev": [-0.81, -0.81],
  "e_above_lowest_kj_mol": 429.7,
  "mol_weight_g_mol": 238.7,
  "largest_force_ev_per_a": 8.6,
  "elements": ["O", "O", "C", "O", "H", "H", "C", "H", "O", "C", "H", "C", "C", "O", "C", "H", "Cu", "O", "H", "H"],
  "coordinates": [[1.5423, 1.2479, -1.5577], [0.5716, -1.6666, -0.2155], [-0.2849, -2.1624, 0.8317], [-0.0795, -2.3663, 2.1243], [0.0339, 2.5215, -2.7348], [-0.9364, 1.7822, -4.0263], [-2.1029, -1.5839, 1.9072], [-2.7745, -0.7347, 1.9529], [-0.3090, 0.4758, -2.5952], [-2.0119, 2.1297, -2.1838], [-1.7945, 2.1402, -1.1028], [0.8781, 0.2575, -1.7843], [-1.2692, -2.1323, 2.7922], [-2.4437, 3.3981, -2.6308], [-0.7447, 1.7751, -2.9448], [-3.3822, 3.5018, -2.4548], [-0.2743, -1.8475, -2.3025], [-1.5851, -1.8981, 0.6626], [-1.4375, -2.6233, 3.7437], [-2.7823, 1.3645, -2.3796]]
}



Record 2
{
  "formula": "C29H62Br2ClIN15O32S",
  "method": "the ωB97M-V functional and the def2-TZVPD basis",
  "spin_multiplicity": 1,
  "charge": 1,
  "lumo_ev": -4.26,
  "mol_weight_g_mol": 1487.1,
  "largest_force_ev_per_a": 0.8,
  "elements": ["C", "C", "O", "N", "H", "O", "O", "O", "I", "H", "C", "O", "H", "H", "C", "O", "O", "N", "C", "C", "O", "H", "O", "H", "C", "C", "S", "H", "C", "H", "H", "C", "H", "H", "H", "H", "N", "H", "H", "H", "C", "H", "H", "N", "C", "Br", "O", "H", "O", "O", "C", "H", "H", "O", "H", "H", "O", "H", "C", "H", "O", "H", "H", "O", "H", "O", "O", "Cl", "C", "C", "H", "C", "N", "N", "N", "O", "C", "O", "H", "H", "N", "O", "C", "H", "H", "N", "O", "C", "N", "O", "C", "H", "H", "H", "H", "H", "H", "N", "H", "N", "H", "H", "H", "H", "H", "H", "O", "N", "O", "H", "O", "C", "H", "H", "C", "H", "H", "H", "Br", "H", "O", "O", "H", "C", "H", "N", "H", "O", "H", "O", "N", "O", "H", "H", "C", "C", "O", "C", "H", "C", "C", "H", "H"],
  "coordinates": [[-2.8414, 6.4222, 0.8664], [-10.0675, 5.6440, 9.0301], [-1.8401, -0.2776, -2.1721], [10.6675, -4.5721, 1.0872], [-1.3029, 7.7483, 5.0064], [-10.5104, 4.7496, 11.1095], [-7.8158, 4.3243, 4.9825], [-6.8601, 8.3129, -5.3734], [3.0655, -9.1361, 0.8623], [-1.9855, 1.2785, -4.2273], [8.1212, -2.9272, -0.5824], [-3.9391, 6.6134, 7.6989], [-0.6176, -5.5591, -2.1176], [-5.7624, -1.4350, -1.5260], [12.0819, -4.2399, 1.4083], [-8.4442, 5.0157, 10.5645], [-3.5322, 5.4510, 2.8458], [2.3620, 9.0901, 3.1709], [5.8016, -10.0162, -3.2859], [-2.1952, 1.7319, -3.2622], [0.6394, -0.1881, -5.1906], [-1.3048, -5.3514, 0.8238], [-2.8020, 8.8755, 2.6757], [2.2386, -3.6296, -2.0302], [-1.1078, -4.8942, -0.1499], [3.8891, -4.9070, -2.6696], [1.6909, -0.8203, -4.4601], [3.5016, 7.7996, 4.3481], [2.4909, -4.2899, -2.8610], [-5.2940, 4.9086, 4.6554], [-6.2844, 6.3862, 4.5384], [5.6854, -3.5231, -0.5316], [-9.1780, 5.8911, 8.4631], [1.4015, -5.3977, -0.6843], [6.0527, -10.6227, -2.4237], [-0.3077, -4.1635, 0.0126], [-7.0725, 4.8821, 5.7591], [-6.2865, 10.5714, -4.7917], [-2.0426, -3.5713, -1.3786], [0.5988, -2.7462, -5.0502], [-0.6002, -5.9806, -1.1041], [5.3815, -9.0585, -2.9988], [-5.9798, 10.0637, -3.0964], [5.2018, -5.4512, 0.7963], [4.9562, -4.8363, -0.3885], [4.5262, -2.0747, -1.0542], [-3.0959, 4.5514, -2.9496], [2.9868, -4.8004, -9.1330], [3.1551, -8.1971, -2.6761], [-7.5506, 8.0338, -3.3546], [4.7154, -6.6464, 1.1645], [4.1290, 8.0709, 2.6876], [-5.3283, 6.6169, -3.8882], [-5.2930, -4.3226, -0.8545], [4.2837, 9.3488, 3.9391], [1.7706, -5.1026, -2.9548], [-1.3983, -7.1441, -1.0252], [3.9866, -5.7228, -3.3914], [2.4520, -3.4948, -4.1768], [3.5363, -6.4777, -8.8804], [3.0477, -0.6831, -4.8863], [8.1822, -3.2615, 0.4534], [-3.0556, -4.7595, -0.8223], [8.0905, -10.1961, -3.6141], [5.7191, -7.7785, 2.3472], [-3.6013, 6.5129, -2.2269], [-3.7204, 0.7105, -1.8433], [1.6018, -0.1692, -2.5323], [3.1556, -5.5823, -8.3991], [3.8590, -7.3052, 0.3076], [12.1465, -4.0215, 2.4668], [4.1435, -5.4798, -1.3030], [7.0528, -9.7413, -4.0442], [-7.0695, 8.7044, -4.2434], [-9.6357, 5.0888, 10.3431], [2.0054, 8.9646, 2.0205], [-4.8616, 6.0806, 9.7422], [6.9437, -9.0604, -5.0422], [4.6389, -4.1571, -2.9015], [-1.2934, 2.1705, -2.8463], [-5.8580, -3.5189, -1.5697], [-6.1102, -3.6878, -2.7418], [3.5766, -6.7076, -0.9209], [-5.5185, 4.8405, -3.8205], [-5.3655, 6.0410, 6.0418], [-2.6219, 0.6364, -2.3491], [-2.6782, 6.8198, 9.4305], [-6.7021, 10.1074, -3.9059], [-2.5752, 5.8222, 2.1997], [-7.2010, 4.8835, 6.9697], [7.0206, -3.6799, -1.3210], [7.8778, -1.8602, -0.5740], [-1.8937, 6.7010, 0.4246], [9.0708, -3.0280, -1.0977], [-3.3556, 5.6779, 0.2678], [-0.5325, 9.3115, 4.6133], [-0.6713, 8.0437, 3.3550], [1.8309, -5.9276, -7.8120], [-1.8611, -7.2849, -1.8545], [-3.7555, 5.5741, -2.9751], [5.9855, -3.2301, 0.4737], [-5.1436, 5.0917, 9.3945], [-7.6083, 10.6068, -3.5779], [-5.6826, 6.7742, 9.5925], [7.2713, -4.7408, -1.3320], [0.6545, -2.5840, -3.3117], [9.8504, -4.5503, 1.9883], [-2.4542, 9.0236, 3.8349], [1.6833, -5.7960, -6.6088], [-4.5301, 6.0674, 10.7730], [1.7243, 9.6410, 4.0449], [-6.2648, -2.2191, -0.9676], [-10.6733, 6.5206, 9.2379], [5.1189, -10.5342, -3.9519], [2.6635, -7.4267, -1.8939], [3.8080, -5.2496, -7.6014], [12.3561, -3.3821, 0.8020], [2.3182, -4.2130, -4.9837], [6.9796, -3.0480, -3.1450], [-4.3629, 5.5659, -4.9720], [10.4067, -4.8448, -0.0648], [5.0673, -7.0631, 2.3835], [-5.9678, -2.2214, 0.0736], [3.6830, 8.5268, 3.5628], [12.6826, -5.1025, 1.1371], [-2.2749, -4.1598, -0.5901], [-7.3412, -2.1357, -1.0803], [-1.4247, 5.7576, 2.5829], [0.8884, -6.9107, 0.1335], [-3.1156, 9.5664, 4.6884], [-3.7270, 6.5448, 8.8937], [0.9806, -6.3211, -8.5719], [5.7971, -4.9856, 1.4738], [3.4007, -2.9904, -4.3574], [0.8391, -6.3275, -0.7884], [-4.8318, 5.6625, -3.9976], [1.3742, -7.1226, -1.8760], [1.2636, -2.5311, -4.2123], [-10.6552, 4.8814, 8.5294], [-5.9050, 5.6178, 5.2051], [-1.1235, 8.4890, 4.2318], [-2.9924, 2.4580, -3.3207], [-3.4723, 7.2895, 1.0307]]
}



Record-wise E values, in eV: -63252.9548 -290450.7063